No. 1
ORCA calculation (ωB97M-V with the def2-TZVPD basis set) on a single C5H9NO molecule.

Calculated values
Calculated total energy   -325.8976 Ha
Net charge   0
Maximum force   0.423 eV/A
Relative energy (zero: lowest compared OMol25 entry of this formula, charge and spin)   104.9 kJ/mol
Frontier orbital gap   0.393 Ha
2S+1   1

Last column: Mulliken charge in e.
Element x y z (Å)
C -1.507 -0.175 -0.162  -1.5808
C -0.031 0.233 -0.084  1.7937
C 0.135 1.734 0.175  -1.6011
C 0.727 -0.614 0.930  -0.7716
O 0.962 -1.840 0.218  -0.3548
C 0.987 -1.430 -1.080  -0.0605
N 0.566 -0.267 -1.366  -0.6844
H -1.926 0.196 -1.102  0.3727
H -2.101 0.218 0.671  0.3736
H -1.587 -1.268 -0.161  0.3580
H -0.692 2.126 0.780  0.3210
H 1.063 1.957 0.716  0.3520
H 0.151 2.281 -0.770  0.3970
H 1.708 -0.168 1.150  0.3797
H 0.181 -0.800 1.855  0.3085
H 1.363 -2.182 -1.772  0.3971


No. 2
ORCA calculation (ωB97M-V with the def2-TZVPD basis set) on C11H33I2N5O3PSrTe as an isolated structure in a non-equilibrium geometry.

Calculated values
Calculated total energy   -2173.8937 Ha
Net charge   +1
Maximum force   3.251 eV/A
Relative energy (zero: lowest compared OMol25 entry of this formula, charge and spin)   143.1 kJ/mol
Frontier orbital gap   0.254 Ha
2S+1   1

Last column: Mulliken charge in e.
Element x y z (Å)
Sr -0.289 0.149 -0.993  1.3174
N 1.584 -1.833 -0.816  -0.2562
C 1.296 -3.059 0.024  -0.8841
C 0.402 -2.693 1.177  -0.6033
N -0.845 -1.936 0.851  0.7670
C -2.088 -2.634 0.489  -1.0189
C -2.242 -2.797 -1.027  -0.5566
N -2.198 -1.452 -1.640  -0.3322
H 1.954 -2.247 -1.683  0.1128
H 2.360 -1.331 -0.341  0.1776
H 2.217 -3.489 0.431  0.4157
H 0.844 -3.852 -0.642  0.2884
H 1.067 -2.020 1.750  0.1051
H 0.050 -3.480 1.742  0.5327
H -1.235 -1.347 1.603  -0.2997
H -2.919 -2.074 0.879  0.4456
H -2.241 -3.612 0.981  0.3369
H -3.163 -3.306 -1.246  0.4773
H -1.445 -3.391 -1.429  0.1323
H -3.102 -0.972 -1.548  0.1708
H -2.150 -1.530 -2.668  0.1547
I 0.583 -3.306 -3.965  0.0603
C 0.908 -1.819 -5.478  -0.8279
I 0.994 0.070 -4.657  0.1798
H 0.044 -1.904 -6.129  0.3854
H 1.809 -2.131 -5.989  0.3976
N -1.677 2.170 -2.271  -0.3266
C -0.867 2.995 -3.176  -0.5747
C 0.308 3.560 -2.345  -0.5579
N 1.127 2.363 -2.054  -0.2812
H -2.567 1.935 -2.765  0.1726
H -2.021 2.653 -1.400  0.1660
H -1.466 3.836 -3.558  0.3850
H -0.540 2.457 -4.075  0.1691
H -0.029 3.899 -1.352  0.3120
H 0.816 4.344 -2.935  0.3341
H 1.792 2.490 -1.308  0.1417
H 1.728 2.156 -2.889  0.1103
C 3.148 2.628 2.878  -1.0420
C 1.849 3.270 2.512  -0.0801
O 0.696 2.423 2.909  -0.3327
P 0.217 1.243 2.017  0.4735
O 1.005 1.023 0.774  -0.7124
Te -2.032 1.462 1.357  -0.3363
O 0.333 0.054 3.057  -0.3331
C -0.439 0.053 4.333  -0.4712
C -1.503 -1.022 4.350  -0.7801
H 3.992 3.135 2.522  0.4303
H 3.209 1.601 2.486  0.2025
H 3.210 2.528 3.928  0.3333
H 1.744 3.561 1.469  0.1164
H 1.673 4.189 3.061  0.3190
H -0.921 1.019 4.611  0.3210
H 0.319 -0.051 5.060  0.4123
H -2.247 -0.861 3.628  0.1831
H -2.055 -1.045 5.329  0.4035
H -0.999 -2.074 4.172  0.1642


no.,M (u),LUMO level (eV)
1,99.1,0.975
2,783.4,-3.039